[1]
Entry from OMol25: a molecular structure, C14H10BrF9OTi in a non-equilibrium geometry (ωB97M-V/def2-TZVPD).

Values from the calculation:
Spin multiplicity: 2
Relative energy (zero: lowest compared OMol25 entry of this formula, charge and spin) (kcal/mol): 3.4
Maximum force (hartree/bohr): 0.086
Orbital gap (spin up / spin down) (eV): 4.97 / 4.85
⟨S²⟩: 0.754
Molecular weight (g mol⁻¹): 492.99
Net charge: -1

Cartesian coordinates (Å):
C1 0.84293 -1.62077 -1.45462
C2 1.85470 -1.28686 -0.48612
C3 1.42025 -1.80373 0.78623
H1 2.83577 -0.88211 -0.70263
C4 0.13504 -2.40035 0.61156
C5 -0.23375 -2.27571 -0.76276
H2 -1.16659 -2.59828 -1.21751
H3 0.88686 -1.45243 -2.53551
H4 2.01625 -1.81140 1.68648
H5 -0.45870 -2.88567 1.38389
Ti1 -0.00754 -0.16037 0.06413
Br1 -0.32964 1.42843 -1.60993
C6 -2.70418 0.83021 -3.40197
C7 -3.16933 -0.50253 -3.48893
C8 -2.21822 -1.25719 -4.24581
H6 -4.09036 -0.88134 -3.04965
C9 -1.15952 -0.38817 -4.62553
C10 -1.45753 0.91398 -4.12761
H7 -0.83952 1.79348 -4.29021
H8 -3.18911 1.63971 -2.86403
H9 -2.28683 -2.31908 -4.48472
H10 -0.27183 -0.64352 -5.19680
F1 -0.87438 -0.15949 3.74243
C11 0.42567 0.20569 3.91241
F2 0.58985 0.70013 5.15805
F3 1.16878 -0.93478 3.78762
C12 0.86332 1.17514 2.80417
O1 0.50273 0.55431 1.60499
C13 0.14157 2.52132 2.92369
F4 0.56479 3.23389 3.99269
F5 0.34458 3.24875 1.79073
F6 -1.19745 2.30769 3.03353
C14 2.40722 1.38403 2.81701
F7 2.80168 1.75431 4.06042
F8 3.06897 0.24298 2.46393
F9 2.78352 2.32976 1.92040

[2]
Entry from OMol25: a single C14H10N4O molecule in a non-equilibrium geometry (ωB97M-V/def2-TZVPD).

Values from the calculation:
Spin multiplicity: 1
Relative energy (zero: lowest compared OMol25 entry of this formula, charge and spin) (kcal/mol): 2.1
Maximum force (hartree/bohr): 0.071
Orbital gap (eV): 8.33
Molecular weight (g mol⁻¹): 250.26
SMILES: Oc1cc2c(nn1)-c1ccc(-n3ccnc3)cc1C2

Cartesian coordinates (Å):
N1 -0.05857 -2.78476 -4.66562
N2 -0.44694 2.47651 3.88558
N3 -0.94237 1.96866 2.75666
O1 1.08121 2.60512 5.56681
C1 0.34248 -2.27930 -3.50288
C2 -1.30080 -2.27774 -4.91381
C3 -1.70161 -1.49769 -3.85293
C4 0.77137 2.18395 4.30594
C5 -0.12447 1.22330 1.96843
C6 -1.59495 0.59675 0.01536
C7 -1.68371 -0.10453 -1.19587
C8 1.63590 1.37607 3.56750
C9 0.65782 -0.71335 -0.96188
C10 -0.38622 0.65762 0.70202
C11 -0.55538 -0.76656 -1.69587
C12 1.19677 0.93500 2.34294
C13 0.71210 -0.02276 0.24157
N4 -0.64903 -1.45943 -2.96607
C14 1.85046 0.09496 1.28734
H1 0.33762 3.17769 5.85792
H2 1.37653 -2.44713 -3.11689
H3 -1.83331 -2.49639 -5.81431
H4 -2.64010 -0.95622 -3.79668
H5 -2.47553 1.12353 0.40575
H6 -2.63141 -0.17038 -1.70653
H7 2.60849 1.11564 3.93942
H8 1.56584 -1.19453 -1.23597
H9 2.10130 -0.85021 1.69176
H10 2.78653 0.48619 0.89032

[3]
Entry from OMol25: 2 unconnected molecules or ions with the total composition C14H10N6O7 in a non-equilibrium geometry (ωB97M-V/def2-TZVPD).

Values from the calculation:
Spin multiplicity: 1
Relative energy (zero: lowest compared OMol25 entry of this formula, charge and spin) (kcal/mol): 49.7
Maximum force (hartree/bohr): 0.063
Orbital gap (eV): 4.65
Molecular weight (g mol⁻¹): 374.27

Cartesian coordinates (Å):
C1 3.75772 0.00550 1.72776
C2 2.43558 0.70513 1.98711
C3 1.31783 -0.13658 2.25451
N1 0.03445 0.22803 1.87722
C4 -0.36434 1.54679 1.74265
C5 -1.70638 1.86216 1.61369
C6 -2.66767 0.85456 1.56404
C7 -2.23515 -0.47412 1.51957
C8 -0.89948 -0.77373 1.66606
O1 2.36381 1.95110 1.96705
H1 3.82057 -0.93736 2.28228
H2 3.85285 -0.20833 0.65286
H3 4.58314 0.66513 2.00780
H4 1.46124 -1.15324 2.62551
H5 0.41632 2.29536 1.80409
H6 -1.96876 2.91652 1.53957
H7 -3.72691 1.09186 1.50226
H8 -2.93018 -1.29212 1.34567
H9 -0.48918 -1.78041 1.63339
O2 -2.71619 -6.38957 6.86540
N2 -1.74733 -5.97991 6.24794
C9 -1.27190 -4.75705 5.79794
C10 -0.02699 -4.96994 5.16528
N3 0.26218 -6.30086 5.12696
O3 -0.76459 -6.90006 5.82297
C11 0.75668 -3.82111 4.68756
N4 2.02436 -3.87229 4.02349
O4 2.62627 -4.94466 3.85616
O5 2.49101 -2.75726 3.64224
C12 0.22723 -2.53180 4.88302
C13 -0.99710 -2.38923 5.55044
N5 -1.61794 -1.22412 5.99859
O6 -1.36440 -0.03894 5.84042
O7 -2.72991 -1.63793 6.77459
N6 -2.83626 -3.00931 6.79890
C14 -1.77419 -3.45238 6.05142
H10 0.75305 -1.63502 4.58275

[4]
Entry from OMol25: a molecular structure, C14H11BF4IIrN5 (ωB97M-V/def2-TZVPD).

Values from the calculation:
Spin multiplicity: 5
Relative energy (zero: lowest compared OMol25 entry of this formula, charge and spin) (kcal/mol): 0.0
Maximum force (hartree/bohr): 0.012
Orbital gap (spin up / spin down) (eV): 6.79 / 5.61
⟨S²⟩: 6.051
Molecular weight (g mol⁻¹): 655.20
Net charge: +1

Cartesian coordinates (Å):
Ir1 0.94270 0.45329 0.77035
N1 -0.84310 1.20484 -3.06098
C1 -0.09917 1.35207 -1.97752
N2 -0.09575 0.47742 -0.99390
C2 -0.92871 -0.65123 -1.05812
N3 -0.97524 -1.45816 -0.02654
N4 -0.15476 -1.07180 0.94166
C3 -0.18031 -1.65376 2.21124
C4 0.60954 -1.02099 3.16353
C5 0.71702 -1.43480 4.51326
C6 1.49145 -0.70881 5.38086
C7 2.16339 0.43334 4.92826
C8 2.04381 0.80332 3.60019
N5 1.31105 0.10374 2.73903
C9 -1.73312 -0.85792 -2.24200
C10 -2.56335 -1.97164 -2.40991
C11 -3.30697 -2.10286 -3.56144
C12 -3.24163 -1.13174 -4.56479
C13 -2.43059 -0.02551 -4.42019
C14 -1.68040 0.10091 -3.25627
H1 -0.78993 1.91670 -3.77599
H2 0.53560 2.23067 -1.89342
H3 -0.79078 -2.52684 2.38093
H4 0.17857 -2.31162 4.84059
H5 1.57855 -1.01568 6.41337
H6 2.77690 1.02409 5.59075
H7 2.54570 1.67161 3.19072
H8 -2.60716 -2.71561 -1.62866
H9 -3.94762 -2.96298 -3.69171
H10 -3.83034 -1.24658 -5.46327
H11 -2.37493 0.73039 -5.19181
I1 3.03285 -0.86818 -0.24642
F1 1.58527 3.64664 -1.07756
B1 2.59866 3.11153 -0.30326
F2 3.27698 2.12661 -0.97640
F3 3.35613 4.01467 0.34610
F4 1.82969 2.33486 0.80932

[5]
Entry from OMol25: a molecular structure, C14H11BrF6N3OPdSb (ωB97M-V/def2-TZVPD).

Values from the calculation:
Spin multiplicity: 2
Maximum force (hartree/bohr): 0.014
Orbital gap (spin up / spin down) (eV): 5.81 / 5.73
⟨S²⟩: 0.756
Molecular weight (g mol⁻¹): 659.33
Net charge: +3

Cartesian coordinates (Å):
Pd1 0.16672 1.03857 0.17405
O1 -0.44276 -0.34582 -1.35012
C1 -0.11580 -1.52420 -1.51462
C2 -1.07442 -2.43263 -2.11419
C3 -0.70399 -3.67719 -2.44304
C4 0.65663 -4.13858 -2.19477
C5 1.60055 -3.35931 -1.60288
C6 1.28636 -2.04561 -1.18413
C7 2.20235 -1.24749 -0.52132
N1 2.03834 0.00879 0.01522
C8 3.17161 0.38111 0.56646
C9 4.13640 -0.64988 0.37999
N2 3.51941 -1.61220 -0.26822
H1 -2.06559 -2.04197 -2.30039
H2 -1.40426 -4.36430 -2.90164
H3 0.91187 -5.15082 -2.48708
H4 2.58155 -3.78001 -1.43328
H5 3.30896 1.30868 1.09996
H6 5.17258 -0.70073 0.68604
H7 3.96029 -2.48308 -0.54599
F1 -0.59930 -0.42989 1.37862
Sb1 -0.21942 0.32013 3.35297
F2 -0.71991 1.90592 2.37279
F3 -1.98878 -0.03645 3.71568
F4 0.27618 1.26447 4.84446
F5 0.42057 -1.36576 3.73953
F6 1.43995 0.70819 2.44727
Br1 0.74639 3.37275 -0.56865
C10 -1.17113 3.30904 -0.39133
C11 -2.08054 4.31153 -0.55204
C12 -3.40868 3.94889 -0.30146
C13 -3.73571 2.65464 0.08707
C14 -2.73902 1.70554 0.23349
N3 -1.48087 2.06832 -0.04152
H8 -1.79050 5.31298 -0.84176
H9 -4.18653 4.69608 -0.40106
H10 -4.76039 2.37872 0.29614
H11 -2.90910 0.69154 0.56971

[6]
Entry from OMol25: a molecular structure, C14H11ClN4O2OsS in a non-equilibrium geometry (ωB97M-V/def2-TZVPD).

Values from the calculation:
Spin multiplicity: 1
Relative energy (zero: lowest compared OMol25 entry of this formula, charge and spin) (kcal/mol): 0.0
Maximum force (hartree/bohr): 0.058
Orbital gap (spin up / spin down) (eV): 5.07 / 4.99
Molecular weight (g mol⁻¹): 525.02
Net charge: +2

Cartesian coordinates (Å):
Os1 -0.19637 -0.35290 0.39012
N1 -3.47885 2.33469 -0.13827
C1 -2.32105 1.73745 0.09350
S1 -2.32485 -0.04447 -0.15281
N2 -1.28169 2.42962 0.46092
N3 -0.17293 1.65268 0.59186
C2 0.94248 2.20831 0.92020
C3 2.11500 1.34347 0.95545
C4 3.38755 1.81218 1.24130
C5 4.45655 0.92620 1.19073
C6 4.22499 -0.39926 0.84933
C7 2.92541 -0.80445 0.59070
N4 1.89053 0.03861 0.65034
H1 -4.29247 1.81267 -0.43746
H2 -3.55285 3.33878 -0.03212
H3 0.99205 3.27546 1.10908
H4 3.53464 2.85381 1.48567
H5 5.45931 1.26810 1.41012
H6 5.03220 -1.11092 0.77228
H7 2.69355 -1.82737 0.32240
Cl1 -0.08386 -4.98674 5.88661
C8 -0.15100 -3.69760 4.80959
C9 -0.27613 -2.38257 5.28606
C10 -0.32074 -1.34202 4.39988
C11 -0.24222 -1.57679 2.99342
O1 -0.26944 -0.51818 2.25779
C12 -0.14753 -2.92378 2.50549
C13 -0.14781 -3.26780 1.07320
O2 -0.15850 -2.45149 0.16440
C14 -0.09423 -3.95696 3.41861
H8 -0.34072 -2.21059 6.35065
H9 -0.41515 -0.32053 4.73572
H10 -0.15212 -4.32440 0.79502
H11 -0.00979 -4.98101 3.08211

[7]
Entry from OMol25: a molecular structure, C14H11CrNO7 in a non-equilibrium geometry (ωB97M-V/def2-TZVPD).

Values from the calculation:
Spin multiplicity: 4
Relative energy (zero: lowest compared OMol25 entry of this formula, charge and spin) (kcal/mol): 9.8
Maximum force (hartree/bohr): 0.020
Orbital gap (spin up / spin down) (eV): 8.29 / 8.46
⟨S²⟩: 3.778
Molecular weight (g mol⁻¹): 357.24
Net charge: +1

Cartesian coordinates (Å):
Cr1 -1.30404 -0.55712 -0.10133
O1 0.63914 -2.85908 -2.39014
C1 -0.35787 -2.55187 -1.61969
O2 -0.26511 -2.35919 -0.40093
C2 -1.68767 -2.40791 -2.31038
O3 -2.52826 -1.59080 -1.47308
C3 -3.13813 -0.48581 -2.22434
C4 -2.07423 0.56240 -2.47425
O4 -2.16767 1.39248 -3.32060
O5 -1.06096 0.51045 -1.57612
H1 1.43835 -3.00804 -1.85113
H2 -2.12832 -3.40232 -2.40900
H3 -1.55182 -1.96980 -3.29783
H4 -3.92784 -0.10014 -1.58217
H5 -3.56290 -0.86303 -3.14936
O6 -2.99901 1.25710 2.85744
C5 -2.25306 0.86257 2.02051
O7 -2.63259 0.17947 0.91736
C6 -0.75264 1.03277 2.10428
C7 -0.14067 1.72995 3.14418
C8 1.21963 1.84486 3.11569
C9 1.96347 1.31348 2.03937
C10 3.37193 1.46110 1.95011
C11 4.04494 0.98281 0.86871
C12 3.33835 0.35082 -0.18484
C13 1.98756 0.18043 -0.12244
C14 1.28184 0.64426 1.00833
N1 -0.07809 0.48550 1.10654
H6 -0.75984 2.14525 3.92662
H7 1.74576 2.36337 3.90853
H8 3.89534 1.97142 2.74864
H9 5.11698 1.10257 0.79708
H10 3.87925 0.01886 -1.06152
H11 1.44819 -0.23683 -0.96422